{"formula": "C25H50Cl8FN5OPS", "method": "ωB97M-V/def2-TZVPD", "charge": 1, "molar_mass_g_mol": 802.4, "lumo_ha": -0.1437, "e_tot_ha": -5852.06076, "homo_lumo_gap_ev": 6.4, "homo_ev": -10.304, "species": ["C", "C", "N", "C", "N", "C", "C", "F", "C", "C", "C", "C", "C", "O", "C", "C", "C", "C", "C", "N", "C", "C", "C", "C", "S", "P", "C", "C", "N", "N", "H", "H", "H", "H", "H", "H", "H", "H", "H", "H", "H", "H", "H", "H", "H", "H", "H", "H", "H", "H", "H", "H", "H", "H", "H", "H", "H", "H", "H", "H", "H", "H", "H", "H", "H", "H", "H", "H", "H", "H", "H", "H", "C", "Cl", "Cl", "H", "H", "C", "Cl", "Cl", "H", "H", "C", "Cl", "Cl", "H", "H", "C", "Cl", "Cl", "H", "H"], "positions_angstrom": [[3.500, 3.612, -0.846], [2.857, 2.459, -1.268], [3.037, 1.272, -0.457], [2.095, 0.794, 0.305], [0.827, 1.316, 0.424], [0.749, 2.606, 1.029], [-0.647, 3.257, 0.971], [1.300, 2.674, 2.309], [-0.159, 0.297, 0.863], [-0.322, 0.114, 2.392], [-1.542, 0.869, 3.019], [-2.203, 0.073, 4.161], [-1.206, -0.508, 5.199], [-1.241, -1.936, 5.140], [0.031, -1.043, 0.049], [-0.099, -0.615, -1.451], [-0.346, -1.617, -2.585], [-0.614, -0.741, -3.854], [-1.544, -2.583, -2.509], [-0.831, -2.121, 0.477], [-2.068, -1.943, 0.726], [-2.660, -2.913, 1.769], [-3.090, -0.989, 0.125], [1.534, -1.514, 0.436], [1.424, -2.783, 1.851], [2.379, -2.477, -0.954], [4.046, -3.063, -0.394], [1.409, -4.063, -1.126], [2.321, -0.407, 0.981], [3.595, -0.671, 1.452], [4.590, 3.627, -0.806], [2.911, 4.468, -0.513], [2.215, 2.414, -2.146], [3.935, 0.805, -0.537], [1.371, 3.311, 0.478], [-1.055, 3.361, 1.979], [-1.323, 2.730, 0.293], [-0.572, 4.282, 0.594], [-1.125, 0.667, 0.506], [0.590, 0.363, 2.942], [-0.512, -0.933, 2.650], [-1.118, 1.773, 3.483], [-2.242, 1.228, 2.257], [-2.878, -0.676, 3.741], [-2.846, 0.784, 4.701], [-0.194, -0.090, 5.136], [-1.586, -0.246, 6.199], [-0.653, -2.198, 4.424], [-0.883, 0.155, -1.513], [0.816, -0.074, -1.739], [0.527, -2.207, -2.884], [-1.526, -0.159, -3.652], [0.223, -0.053, -4.013], [-0.804, -1.363, -4.733], [-1.537, -3.285, -1.674], [-2.470, -2.003, -2.576], [-1.523, -3.193, -3.422], [-1.862, -3.158, 2.467], [-3.539, -2.470, 2.237], [-2.995, -3.839, 1.281], [-2.727, -0.015, -0.202], [-3.604, -1.538, -0.670], [-3.863, -0.799, 0.881], [2.012, -2.124, 2.880], [4.173, -4.102, -0.718], [4.120, -3.078, 0.701], [4.865, -2.494, -0.844], [0.532, -4.100, -0.475], [1.118, -4.198, -2.172], [2.047, -4.920, -0.881], [3.870, 0.005, 2.154], [4.343, -0.722, 0.762], [-1.279, -0.944, -8.311], [-2.789, -1.032, -7.396], [0.131, -1.010, -7.246], [-1.236, -1.782, -8.997], [-1.256, -0.009, -8.860], [-4.211, -0.045, 7.533], [-3.502, 1.577, 7.554], [-5.809, -0.047, 6.780], [-3.560, -0.705, 6.969], [-4.304, -0.396, 8.554], [-2.993, 4.748, -2.192], [-3.504, 5.363, -0.618], [-2.496, 3.051, -2.097], [-3.820, 4.828, -2.887], [-2.152, 5.336, -2.542], [5.968, 3.669, -4.166], [4.625, 2.940, -3.249], [6.231, 2.867, -5.717], [5.728, 4.711, -4.347], [6.873, 3.589, -3.574]], "atomic_forces_ev_per_a": [[-0.929, -1.359, -0.052], [-0.062, 1.450, 1.693], [1.256, 0.820, -1.699], [-0.349, -1.154, 0.218], [0.718, -0.983, 0.426], [-0.477, 2.484, -1.168], [0.117, -0.039, 0.369], [-0.218, -0.645, 0.181], [-1.244, -0.745, 0.550], [-0.614, -0.163, 0.487], [1.303, 0.386, 0.518], [0.061, 1.229, -0.166], [-1.418, -0.286, 0.092], [0.658, 0.252, 0.074], [1.391, 0.701, -0.849], [0.461, -0.207, 0.007], [-0.610, 0.041, -1.481], [-0.186, -0.212, 0.905], [0.251, 0.053, -0.354], [-0.367, 1.371, 0.603], [-0.460, -0.793, 0.396], [0.043, -0.039, -1.334], [-0.059, 0.122, 0.993], [-0.466, -2.302, 1.820], [-0.108, 0.087, 0.467], [0.411, 0.431, -1.640], [-0.323, -0.357, 0.790], [0.280, -0.035, 0.343], [-0.400, 1.073, -1.066], [0.948, 0.089, -0.076], [-0.209, -0.328, 1.830], [0.392, 0.791, -1.886], [-1.196, -0.015, 1.050], [-0.183, -0.377, 0.384], [0.216, -0.591, -0.122], [-0.135, -0.310, -0.198], [0.075, 0.053, 0.365], [0.188, -0.218, -0.026], [0.361, 0.178, 0.071], [-0.082, 0.109, -0.261], [0.253, 0.000, -0.624], [-0.285, -0.003, -0.163], [-0.118, -0.317, 0.130], [0.303, -0.330, 0.304], [-0.013, -0.159, -0.179], [-0.086, -0.136, -0.214], [0.304, -0.123, -0.284], [-0.002, -0.254, -0.017], [-0.050, -0.277, 0.104], [-0.153, -0.155, 0.080], [0.134, 0.199, 0.685], [0.187, 0.067, -0.243], [-0.151, -0.091, -0.258], [0.219, 0.218, 0.204], [-0.096, 0.265, 0.063], [-0.025, -0.221, 0.346], [0.007, 0.104, 0.157], [-0.241, -0.042, 0.136], [0.208, -0.071, 0.203], [0.083, 0.109, 0.111], [0.000, -0.302, -0.381], [0.236, 0.198, -0.111], [0.165, 0.058, -0.152], [0.043, 0.074, -0.573], [-0.124, 0.195, -0.096], [0.108, 0.012, -0.211], [-0.225, 0.126, 0.096], [0.028, 0.067, -0.176], [-0.103, 0.225, 0.187], [-0.050, 0.254, 0.166], [-0.322, 0.008, 0.101], [-0.256, -0.267, -0.169], [-0.021, 0.002, -0.107], [-0.022, 0.005, -0.034], [0.108, 0.015, -0.188], [-0.005, -0.050, 0.092], [-0.004, 0.033, 0.096], [-0.015, -0.085, 0.026], [0.070, -0.049, 0.007], [0.022, -0.049, -0.009], [-0.035, 0.045, -0.058], [-0.053, 0.091, 0.006], [-0.053, 0.165, -0.002], [0.022, 0.024, -0.030], [0.024, -0.128, -0.200], [-0.037, -0.087, 0.065], [0.037, -0.054, 0.063], [0.196, -0.188, -0.395], [0.928, 0.399, -0.918], [0.015, 0.070, 0.082], [-0.132, -0.058, 0.002], [-0.061, -0.102, 0.025]]}